No. 1
The following is a DFT calculation (wB97M-V/def2-TZVPD) of C26H29GaN9 as an isolated structure.

The charge is +3. For the relative energy (zero: lowest compared OMol25 entry of this formula, charge and spin), the calculation gives 0.0 kJ/mol. The LUMO energy comes out at -9.58 eV.

Atoms and positions in Å:
Ga -0.206 -0.095 0.441
C -0.142 -4.421 -0.277
C -1.449 -4.659 -0.674
C -2.358 -3.607 -0.694
C -1.925 -2.347 -0.329
N -0.648 -2.114 0.034
C 0.219 -3.133 0.072
C -2.808 -1.155 -0.254
C -4.149 -1.112 -0.585
C -4.831 0.088 -0.422
C -4.178 1.208 0.077
C -2.836 1.099 0.393
N -2.191 -0.061 0.209
C -1.984 2.168 0.973
C -2.456 3.408 1.354
C -1.578 4.307 1.948
C -0.260 3.932 2.154
C 0.143 2.675 1.744
N -0.695 1.814 1.153
H 0.588 -5.217 -0.236
H -1.766 -5.655 -0.955
H -3.385 -3.781 -0.980
H 1.226 -2.901 0.395
H -4.664 -1.984 -0.961
H -5.881 0.148 -0.679
H -4.713 2.136 0.214
H -3.492 3.676 1.207
H -1.927 5.283 2.256
H 0.448 4.598 2.627
H 1.161 2.340 1.893
N 3.363 -1.422 5.202
C 2.609 -1.140 4.151
C 1.240 -1.511 4.093
C 0.502 -1.203 2.993
N 1.003 -0.542 1.914
C 2.314 -0.184 1.965
C 3.126 -0.454 3.022
H 2.992 -1.909 6.003
H 4.336 -1.161 5.239
H 0.774 -2.037 4.915
H -0.542 -1.490 2.946
H 2.712 0.337 1.103
H 4.162 -0.143 2.990
C 1.740 -0.627 -1.749
N 0.681 0.384 -1.288
C 1.358 1.763 -1.305
N 1.911 2.061 -2.583
C 2.909 1.049 -2.947
N 2.285 -0.276 -3.019
C 1.216 -0.250 -4.024
N 0.204 0.752 -3.666
C -0.376 0.426 -2.406
C 0.845 2.071 -3.591
H 1.253 -1.600 -1.810
H 2.526 -0.652 -0.991
H 2.143 1.754 -0.545
H 0.599 2.500 -1.042
H 3.709 1.039 -2.206
H 3.338 1.299 -3.915
H 0.751 -1.235 -4.090
H 1.640 -0.001 -4.994
H -0.842 -0.562 -2.447
H -1.116 1.178 -2.124
H 0.102 2.826 -3.334
H 1.270 2.319 -4.562

Cartesian forces (eV/Å) of the 2 atoms listed first:
0.071 -0.047 0.029
0.002 -0.001 0.003

natural (NBO) atomic charge list, values in e, 2 entries: 1.93, -0.21

=====

No. 2
The following is a DFT calculation (wB97M-V/def2-TZVPD) of an isolated ion of composition C17H21NO5P and charge +1.

The charge is +1. The LUMO energy comes out at -4.46 eV.

Atoms and positions in Å:
C -2.655 -0.672 2.781
C -2.117 0.051 1.561
O -0.892 0.712 1.923
C -0.965 2.081 1.824
O -1.377 2.734 2.722
C -0.514 2.674 0.517
C 0.928 3.213 0.515
C 2.086 2.198 0.261
C 1.741 0.739 0.392
C 2.063 0.175 1.603
C 1.827 -1.160 1.930
C 1.239 -1.992 1.023
C 0.890 -1.493 -0.249
C 0.272 -2.364 -1.206
C -0.044 -3.799 -0.929
C -1.462 -3.921 -0.391
O -2.405 -3.814 -1.113
C -0.059 -1.856 -2.422
N 0.169 -0.555 -2.706
C 0.714 0.331 -1.876
P 0.821 2.045 -2.632
O -0.727 2.080 -3.102
O 1.442 1.545 -4.043
C 1.116 -0.114 -0.593
H -1.815 -1.178 3.248
H -3.457 -1.356 2.529
H -2.980 0.084 3.491
H -1.903 -0.668 0.767
H -2.851 0.746 1.154
H -0.729 1.951 -0.269
H -1.168 3.525 0.342
H 1.095 3.668 1.485
H 0.992 3.974 -0.253
H 2.574 2.407 -0.684
H 2.843 2.402 1.009
H 2.528 0.792 2.357
H 2.115 -1.531 2.901
H 1.069 -3.016 1.304
H 0.650 -4.234 -0.219
H -0.002 -4.385 -1.843
H -1.619 -4.115 0.681
H -0.508 -2.469 -3.185
H -0.103 -0.244 -3.633
H -1.146 2.895 -2.803
H 2.325 1.913 -4.169

Cartesian forces (eV/Å) of the 2 atoms listed first:
0.437 0.705 -0.038
-0.274 -0.700 0.048

natural (NBO) atomic charge list, values in e, 2 entries: -0.63, -0.06

=====

No. 3
The following is a DFT calculation (wB97M-V/def2-TZVPD) of C5H14N2 as an isolated structure.

The charge is 0. For the relative energy (zero: lowest compared OMol25 entry of this formula, charge and spin), the calculation gives 303.8 kJ/mol. The LUMO energy comes out at 0.91 eV.

Atoms and positions in Å:
C 0.167 0.141 -0.525
C -0.967 -0.755 1.652
C -0.299 0.721 0.712
C -0.853 -0.463 -1.465
C 0.710 1.952 -1.225
N 1.359 -0.601 -0.456
N 0.018 -1.704 2.061
H 1.332 -1.553 -0.794
H 2.094 -0.162 0.085
H 0.322 -2.296 1.294
H 0.816 -1.264 2.507
H -1.771 -1.231 1.090
H -1.410 -0.263 2.518
H -1.159 1.376 0.621
H 0.473 1.098 1.379
H -0.960 -1.541 -1.315
H -0.540 -0.300 -2.501
H -1.836 -0.006 -1.339
H 0.046 2.144 -2.074
H 0.732 2.850 -0.604
H 1.726 1.856 -1.621

Cartesian forces (eV/Å) of the 2 atoms listed first:
1.774 3.881 -1.984
0.803 3.055 -0.737

natural (NBO) atomic charge list, values in e, 2 entries: 0.25, -0.22

=====

No. 4
The following is a DFT calculation (wB97M-V/def2-TZVPD) of C42H39CaF6N2O4P3S3Se2 as an isolated structure.

The charge is 0. For the relative energy (zero: lowest compared OMol25 entry of this formula, charge and spin), the calculation gives 17.2 kJ/mol. The LUMO energy comes out at 0.08 eV.

Atoms and positions in Å:
Ca 1.603 -0.777 0.559
F 5.395 -3.907 0.438
C 5.766 -2.842 1.120
F 6.757 -2.233 0.488
F 6.157 -3.203 2.332
S 4.317 -1.710 1.243
O 3.992 -1.296 -0.111
O 3.241 -2.404 1.906
N 4.948 -0.556 2.097
S 4.057 0.523 2.794
O 4.483 0.839 4.111
O 2.623 0.346 2.564
C 4.434 2.004 1.768
F 3.979 1.798 0.527
F 5.732 2.237 1.715
F 3.820 3.071 2.265
Se 1.356 -4.788 0.464
P 0.987 -3.880 -1.408
Se -0.190 -2.030 -1.347
C 0.084 -4.964 -2.566
C -0.094 -4.566 -3.889
C -0.789 -5.375 -4.771
C -1.316 -6.586 -4.335
C -1.142 -6.982 -3.018
C -0.440 -6.174 -2.133
C 2.542 -3.512 -2.300
C 2.687 -2.367 -3.078
C 3.874 -2.126 -3.755
C 4.923 -3.029 -3.661
C 4.781 -4.174 -2.889
C 3.598 -4.415 -2.209
H 0.307 -3.618 -4.228
H -0.923 -5.063 -5.799
H -1.861 -7.218 -5.025
H -1.550 -7.925 -2.676
H -0.290 -6.475 -1.103
H 1.869 -1.658 -3.135
H 3.983 -1.231 -4.355
H 5.851 -2.838 -4.184
H 5.600 -4.878 -2.808
H 3.491 -5.294 -1.584
C -6.210 1.553 2.225
S -5.995 3.213 1.546
C -4.410 3.697 2.289
C -3.181 3.439 1.427
C -3.006 1.966 1.092
N -1.715 1.673 0.447
P -0.507 0.955 1.364
C -0.367 2.003 2.842
C 0.561 3.041 2.806
C 0.684 3.915 3.875
C -0.121 3.752 4.994
C -1.037 2.710 5.046
C -1.158 1.836 3.976
C -1.137 -0.629 2.017
C -2.243 -1.270 1.468
C -2.516 -2.590 1.794
C -1.670 -3.292 2.639
C -0.559 -2.665 3.187
C -0.297 -1.336 2.889
P -1.756 1.402 -1.297
C -2.678 2.900 -1.814
C -2.136 4.174 -1.983
C -2.951 5.245 -2.313
C -4.320 5.061 -2.471
C -4.869 3.797 -2.320
C -4.047 2.723 -2.006
C -0.035 1.862 -1.718
C 0.563 1.159 -2.761
C 1.868 1.443 -3.148
C 2.588 2.426 -2.489
C 1.999 3.138 -1.448
C 0.697 2.857 -1.066
H -7.208 1.224 1.940
H -6.150 1.574 3.312
H -5.484 0.844 1.830
H -4.326 3.190 3.254
H -4.494 4.764 2.497
H -2.295 3.790 1.966
H -3.250 4.018 0.503
H -3.822 1.642 0.438
H -3.093 1.367 2.005
H 1.204 3.156 1.940
H 1.416 4.712 3.841
H -0.024 4.428 5.833
H -1.655 2.575 5.924
H -1.865 1.016 4.029
H -2.862 -0.753 0.746
H -3.368 -3.086 1.349
H -1.861 -4.335 2.853
H 0.111 -3.213 3.836
H 0.561 -0.844 3.338
H -1.073 4.336 -1.864
H -2.518 6.229 -2.447
H -4.954 5.901 -2.720
H -5.933 3.646 -2.446
H -4.475 1.732 -1.903
H 0.011 0.364 -3.249
H 2.323 0.882 -3.955
H 3.609 2.639 -2.777
H 2.560 3.908 -0.933
H 0.240 3.410 -0.251

Cartesian forces (eV/Å) of the 2 atoms listed first:
0.113 -0.749 -0.051
-0.082 -0.179 -0.108

Mulliken atomic charge list, values in e, 2 entries: 1.78, -0.14

=====

No. 5
The following is a DFT calculation (wB97M-V/def2-TZVPD) of one molecule with the formula C5H8O.

The charge is 0. Its structure (SMILES) is C=C/C(O)=C/C. For the relative energy (zero: lowest compared OMol25 entry of this formula, charge and spin), the calculation gives 262.4 kJ/mol. The LUMO energy comes out at 0.83 eV.

Atoms and positions in Å:
C 0.202 -2.425 -0.675
C -0.179 -1.241 -1.160
C 0.233 0.015 -0.476
O 1.258 0.645 -1.171
C -0.266 0.483 0.678
C -0.619 1.920 1.095
H 0.755 -2.368 0.261
H -0.130 -3.360 -1.125
H -0.646 -1.071 -2.123
H 1.849 0.991 -0.483
H -0.349 -0.262 1.472
H -0.137 2.741 0.562
H -0.277 1.963 2.115
H -1.695 1.969 1.031

Cartesian forces (eV/Å) of the 2 atoms listed first:
-0.816 0.644 -0.175
1.402 -0.273 0.699

natural (NBO) atomic charge list, values in e, 2 entries: -0.39, -0.23

=====

No. 6
The following is a DFT calculation (wB97M-V/def2-TZVPD) of C33H46Cl3IrN4O2SSi as an isolated structure.

The charge is +1. Its multiplicity is 6. Its expectation value of S² is 8.81. For the relative energy (zero: lowest compared OMol25 entry of this formula, charge and spin), the calculation gives 0.0 kJ/mol. The LUMO energy (alpha / beta) comes out at -2.96 / -5.61 eV.

Atoms and positions in Å:
Ir 0.772 -1.040 0.616
C 1.120 1.091 -3.163
C -0.166 0.772 -2.401
C -1.079 1.998 -2.317
C -0.922 -0.401 -2.984
C -1.134 -0.454 -4.353
C -1.817 -1.511 -4.929
C -2.271 -2.551 -4.139
C -2.101 -2.551 -2.760
C -2.503 -3.814 -2.012
C -1.850 -5.058 -2.621
C -4.024 -3.982 -1.971
C -1.463 -1.427 -2.185
N -1.256 -1.369 -0.785
C -2.246 -1.646 -0.003
C -2.039 -1.823 1.388
C -3.026 -2.131 2.372
C -2.360 -2.247 3.545
C -0.949 -2.015 3.266
N -0.785 -1.762 1.965
C 0.161 -2.065 4.270
C 1.070 -3.251 3.906
C -0.396 -2.289 5.678
C 0.921 -0.731 4.247
H 1.693 1.842 -2.615
H 0.920 1.501 -4.154
H 1.745 0.205 -3.286
H 0.117 0.514 -1.383
H -1.416 2.293 -3.313
H -0.545 2.844 -1.877
H -1.961 1.791 -1.709
H -0.747 0.337 -4.981
H -1.968 -1.540 -6.000
H -2.755 -3.398 -4.608
H -2.136 -3.761 -0.985
H -2.226 -5.263 -3.623
H -2.074 -5.929 -2.004
H -0.767 -4.949 -2.680
H -4.423 -4.088 -2.982
H -4.531 -3.126 -1.519
H -4.297 -4.877 -1.411
H -3.254 -1.762 -0.390
H -4.082 -2.243 2.185
H -2.769 -2.469 4.516
H 0.534 -4.194 4.027
H 1.931 -3.260 4.576
H 1.433 -3.188 2.885
H -0.939 -3.232 5.755
H -1.053 -1.475 5.990
H 0.434 -2.331 6.383
H 1.382 -0.528 3.284
H 1.716 -0.769 4.994
H 0.257 0.099 4.494
C -0.047 5.406 -0.518
C -0.059 4.956 0.934
N -0.675 3.630 1.138
C -2.023 3.633 1.708
C -3.069 4.135 0.727
C 0.010 2.524 0.858
S -0.747 0.992 1.095
N 1.252 2.730 0.391
C 2.201 1.826 0.361
O 2.144 0.601 0.750
C 3.517 2.288 -0.157
C 3.741 3.644 -0.394
C 4.960 4.070 -0.891
C 5.964 3.148 -1.158
C 5.747 1.798 -0.926
C 4.529 1.371 -0.424
H 0.362 6.416 -0.579
H -1.052 5.426 -0.938
H 0.572 4.748 -1.124
H -0.641 5.648 1.542
H 0.951 4.929 1.340
H -1.993 4.265 2.599
H -2.264 2.627 2.040
H -2.884 5.168 0.434
H -4.055 4.093 1.187
H -3.082 3.520 -0.173
H 2.955 4.355 -0.180
H 5.131 5.124 -1.068
H 6.915 3.483 -1.550
H 6.525 1.077 -1.141
H 4.350 0.317 -0.267
O 2.976 -1.625 1.924
H 3.519 -2.374 1.645
H 3.444 -0.835 1.614
Cl 1.695 -4.332 0.005
Si 1.932 -2.523 -0.980
Cl 3.973 -2.203 -1.104
Cl 1.349 -2.843 -2.913

Cartesian forces (eV/Å) of the 2 atoms listed first:
-0.193 0.286 0.196
0.034 0.017 -0.023

Mulliken atomic charge list, values in e, 2 entries: 2.73, -1.64

=====

No. 7
The following is a DFT calculation (wB97M-V/def2-TZVPD) of a 3-piece molecular cluster, C2H10N2O3 overall.

The charge is 0. Its structure (SMILES) is NCNC=O.O.O. For the relative energy (zero: lowest compared OMol25 entry of this formula, charge and spin), the calculation gives 139.7 kJ/mol. The LUMO energy comes out at 0.69 eV.

Atoms and positions in Å:
N -0.247 -0.950 -0.927
C 0.816 -1.270 0.139
N 0.991 -0.270 1.136
C 2.116 0.558 1.070
O 3.103 0.269 0.440
H 0.173 -0.149 -1.389
H -0.309 -1.660 -1.649
H 0.807 -2.275 0.553
H 1.668 -1.203 -0.543
H 0.463 -0.154 1.980
H 2.034 1.387 1.779
O -1.104 2.371 -1.073
H -1.672 1.746 -0.609
H -1.579 2.755 -1.804
O -2.510 0.005 0.172
H -3.057 -0.599 0.673
H -1.692 -0.561 0.050

Cartesian forces (eV/Å) of the 2 atoms listed first:
0.300 0.014 1.633
0.557 -0.243 -2.316

natural (NBO) atomic charge list, values in e, 2 entries: -0.86, -0.08

=====

No. 8
The following is a DFT calculation (wB97M-V/def2-TZVPD) of one molecule with the formula C6H8ClNO3.

The charge is 0. Its structure (SMILES) is CC[C@@]1(Cl)NC(C(=O)O)=CO1. For the relative energy (zero: lowest compared OMol25 entry of this formula, charge and spin), the calculation gives 1.8 kJ/mol. The LUMO energy comes out at 0.51 eV.

Atoms and positions in Å:
C 2.229 0.024 -0.338
C 0.844 0.174 0.433
C -0.320 -0.694 -0.022
Cl 0.166 -2.411 0.309
N -1.569 -0.521 0.691
C -2.586 -0.361 -0.337
C -3.986 -0.019 0.034
O -4.957 -0.168 -0.571
O -4.001 0.611 1.248
C -1.968 -0.469 -1.529
O -0.622 -0.585 -1.511
H 2.868 -0.898 -0.087
H 2.783 0.881 -0.364
H 1.866 -0.144 -1.439
H 0.616 1.074 -0.037
H 0.858 0.236 1.467
H -1.702 -1.116 1.431
H -3.078 0.595 1.610
H -2.360 -0.306 -2.503

Cartesian forces (eV/Å) of the 2 atoms listed first:
-2.557 -4.971 -1.495
1.228 -0.604 -3.362

natural (NBO) atomic charge list, values in e, 2 entries: -0.60, -0.45